Molecular formula: C4H3Cl2LaN5O3Sm
Method: DFT, wB97M-V/def2-TZVPD

```
19
Properties=species:S:1:pos:R:3:lowdin_charge:R:1
La 3.44 1.49 0.59 1.7245
Sm 0.20 0.62 -0.67 1.3681
Cl 1.16 0.71 1.95 -0.0254
Cl 2.50 0.04 -1.71 -0.0098
C -0.32 0.95 -3.08 -0.0432
C 3.08 3.43 1.92 -0.1228
C 4.52 3.07 -0.82 -0.0885
O -0.51 0.94 -4.21 0.2355
O 3.08 4.21 2.77 0.2774
O 5.33 3.63 -1.43 0.2763
N -3.24 -3.61 0.06 0.2619
N -2.56 -2.46 0.32 -0.1855
N -2.80 -1.78 1.47 0.2253
C -2.01 -0.72 1.31 -0.1376
N -1.33 -0.75 0.12 -0.2807
N -1.73 -1.92 -0.53 0.1098
H -3.04 -4.00 -0.83 0.1518
H -3.91 -3.88 0.75 0.1516
H -1.84 0.04 2.03 0.1115
```

The spin multiplicity is 6. The net charge is +4. Its LUMO energy (alpha / beta) is -16.9607 / -16.8346 eV. The value obtained for the energy above the lowest of the compared OMol25 structures with the same formula, charge and spin is 162.8 kJ/mol.

=====

Molecular formula: C4H3Cl2N
Method: DFT, wB97M-V/def2-TZVPD

```
10
Properties=species:S:1:pos:R:3:lowdin_charge:R:1
C -1.58 -0.17 0.50 -0.0018
C -0.36 0.22 0.27 -0.1734
N 0.76 0.53 -0.23 0.0514
C 2.08 1.11 0.03 -0.5857
Cl 1.82 2.50 1.19 0.5441
C 3.43 1.09 -0.54 -0.5581
Cl 4.59 2.26 -0.04 0.5847
H -1.78 -1.29 0.67 0.0937
H -2.34 0.43 0.91 0.0376
H 3.90 0.32 -1.00 0.0077
```

Its LUMO energy is -0.1549 eV. The value obtained for the energy above the lowest of the compared OMol25 structures with the same formula, charge and spin is 364.3 kJ/mol. The structure (SMILES) is C=C=N/C(Cl)=C/Cl.

=====

Molecular formula: C4H3ClFNO
Method: DFT, wB97M-V/def2-TZVPD

```
11
Properties=species:S:1:pos:R:3:lowdin_charge:R:1
N 1.42 2.41 -0.27 0.1970
C 1.18 1.29 -0.25 -0.1264
C 0.32 0.12 -0.15 -0.4220
C -1.15 0.10 -0.69 -0.4919
F -1.48 -1.27 -0.60 -0.0697
Cl -2.53 0.98 0.25 0.5410
C 0.70 -0.86 0.92 -0.0485
O 1.06 -1.04 -0.43 -0.0104
H -1.38 0.51 -1.78 0.1496
H 0.09 -1.53 1.42 0.0860
H 1.77 -0.72 1.59 0.1952
```

Its LUMO energy is 0.4623 eV. The value obtained for the energy above the lowest of the compared OMol25 structures with the same formula, charge and spin is 265.2 kJ/mol. The structure (SMILES) is N#C[C@]1([C@@H](F)Cl)CO1.

=====

Molecular formula: C4H3ClI2N2S
Method: DFT, wB97M-V/def2-TZVPD

```
13
Properties=species:S:1:pos:R:3:lowdin_charge:R:1
C -0.01 0.23 0.01 -0.2203
N -1.43 0.20 -0.22 -0.5590
I -2.13 1.98 -1.11 0.7965
C -2.02 -0.95 -0.55 -0.4255
C -1.64 -2.19 -1.03 -0.8559
Cl -0.10 -2.48 -1.73 0.7146
N -2.47 -3.22 -0.99 -0.3705
S -3.93 -2.88 -0.42 0.9185
C -3.64 -1.30 0.03 -1.0285
I -5.00 0.10 0.68 0.8143
H 0.20 1.05 0.71 0.0712
H 0.30 -0.71 0.47 0.0793
H 0.58 0.38 -0.90 0.0652
```

Its LUMO energy is -0.9830 eV. The structure (SMILES) is CN(I)c1c(Cl)nsc1I.

=====

Molecular formula: C4H3ClINS
Method: DFT, wB97M-V/def2-TZVPD

```
11
Properties=species:S:1:pos:R:3:lowdin_charge:R:1
C -1.73 -0.49 -0.07 -0.0863
C -0.47 -1.31 0.18 -0.1667
C 0.56 -1.90 0.32 -0.6477
S 2.17 -2.44 0.50 0.2643
I 3.19 -0.49 -0.41 0.4276
H -2.54 -0.93 0.55 0.0773
H -1.43 0.58 0.16 0.0416
H -1.99 -0.79 -1.11 0.0784
N -0.34 2.37 0.66 0.1096
C 0.62 2.55 0.01 -0.8442
Cl 1.96 2.85 -0.78 0.7462
```

Its LUMO energy is -0.9034 eV. The value obtained for the energy above the lowest of the compared OMol25 structures with the same formula, charge and spin is 238.6 kJ/mol. The structure (SMILES) is CC#CSI.N#CCl.

=====

Molecular formula: C4H3ClN2
Method: DFT, wB97M-V/def2-TZVPD

```
10
Properties=species:S:1:pos:R:3:lowdin_charge:R:1
Cl -3.41 -0.35 0.01 0.7079
C -1.83 0.15 -0.19 -0.6747
C -1.40 1.45 0.01 -0.1893
N -0.12 1.56 -0.17 0.0631
N 0.39 0.41 -0.77 -0.0376
C -0.63 -0.50 -0.76 -0.1384
C 0.64 -0.89 -0.18 0.0143
H -1.90 2.22 0.45 0.0848
H 0.76 -0.98 0.86 0.1082
H 1.30 -1.41 -0.72 0.0616
```

Its LUMO energy is -0.1133 eV. The value obtained for the energy above the lowest of the compared OMol25 structures with the same formula, charge and spin is 412.9 kJ/mol. The structure (SMILES) is Clc1cnn2c1C2.

=====

Molecular formula: C4H3ClO2
Method: DFT, wB97M-V/def2-TZVPD

```
10
Properties=species:S:1:pos:R:3:lowdin_charge:R:1
C -0.46 -0.25 0.74 -0.5432
C -0.56 -0.50 -0.53 -0.0777
C 0.45 0.27 -1.18 -0.0721
C 1.18 0.84 -0.12 -0.8356
H -1.54 -1.74 1.89 0.3131
H -1.46 -0.72 -1.28 0.1681
H 0.59 0.14 -2.33 0.1426
O -1.09 -0.58 1.83 0.0427
O 0.54 0.58 1.01 0.0676
Cl 2.35 1.97 -0.03 0.7945
```

Its LUMO energy is -0.1202 eV. The value obtained for the energy above the lowest of the compared OMol25 structures with the same formula, charge and spin is 266.5 kJ/mol.

=====

Molecular formula: C4H3F3S
Method: DFT, wB97M-V/def2-TZVPD

```
11
Properties=species:S:1:pos:R:3:lowdin_charge:R:1
F -2.39 -0.20 -0.45 0.1606
C -1.16 -0.20 -0.67 -0.3969
C -0.11 -1.17 -0.15 -0.2959
F -0.43 -1.33 1.13 0.0216
C 0.80 0.13 -0.13 -0.5962
S 2.46 0.06 -0.15 0.7750
C -0.37 1.00 -0.32 -0.2297
F -0.85 1.72 0.82 0.0079
H -0.95 -0.53 -1.79 0.1940
H -0.16 -2.36 -0.53 0.2174
H -0.16 1.71 -1.09 0.1423
```

Its LUMO energy is -1.6082 eV. The value obtained for the energy above the lowest of the compared OMol25 structures with the same formula, charge and spin is 230.4 kJ/mol. The structure (SMILES) is F[C@@H]1[C@H](F)C(=S)[C@@H]1F.

=====

Molecular formula: C4H3F6NO8S2V
Method: DFT, wB97M-V/def2-TZVPD

```
25
Properties=species:S:1:pos:R:3:lowdin_charge:R:1
O 1.46 -2.08 0.23 -0.2709
V 1.02 -0.65 0.75 0.9305
O 0.43 -0.82 2.15 -0.2300
C 4.29 1.94 1.85 0.0680
C 3.20 1.01 1.34 -0.5858
O 2.08 1.39 0.97 0.1196
O 3.32 -0.19 1.66 0.2627
H 4.19 2.11 2.92 0.1144
H 4.35 2.82 1.22 0.1083
H 5.29 1.53 1.71 0.1001
C -2.04 -2.91 -1.48 -0.6035
F -3.16 -3.30 -2.03 0.1775
F -1.59 -4.00 -0.85 0.1348
F -1.18 -2.52 -2.46 0.1022
S -2.34 -1.48 -0.17 0.7439
O -3.67 -0.90 -0.32 -0.2622
O -2.26 -2.22 1.10 -0.2964
N -0.92 -0.49 -0.40 -0.3622
S -1.30 0.45 -1.51 0.5397
O -0.08 1.05 -2.09 -0.3118
O -2.25 -0.02 -2.48 -0.2682
C -2.09 2.05 -0.66 -0.7306
F -1.98 3.12 -1.48 0.1339
F -3.32 1.85 -0.38 0.1880
F -1.47 2.27 0.41 0.1980
```

The spin multiplicity is 2. Its LUMO energy (alpha / beta) is -2.0129 / -6.5215 eV.

=====

Molecular formula: C4H3FN2
Method: DFT, wB97M-V/def2-TZVPD

```
10
Properties=species:S:1:pos:R:3:lowdin_charge:R:1
H 0.80 -2.24 -1.60 0.1078
N 0.81 -1.17 -1.71 0.1702
C 0.44 -0.55 -0.69 -0.4612
C 0.21 1.00 -0.51 0.0755
C -0.36 1.10 0.70 -0.2377
F -1.01 2.10 1.33 0.0823
C -0.45 -0.35 1.21 -0.0637
N 0.02 -1.20 0.44 0.0987
H 0.22 1.70 -1.38 0.1253
H -0.68 -0.39 2.22 0.1027
```

Its LUMO energy is -0.6491 eV. The value obtained for the energy above the lowest of the compared OMol25 structures with the same formula, charge and spin is 212.2 kJ/mol. The structure (SMILES) is [H]/N=C1/C=C(F)C=N1.